1.
{
  "formula": "C22H37B2N3O20Sr",
  "method": "wB97M-V/def2-TZVPD",
  "elements": ["Sr", "O", "O", "O", "O", "O", "O", "O", "O", "O", "O", "O", "O", "O", "O", "O", "O", "O", "O", "O", "O", "N", "N", "N", "C", "C", "C", "C", "C", "C", "C", "C", "C", "C", "C", "C", "C", "C", "C", "C", "C", "C", "C", "C", "C", "C", "B", "B", "H", "H", "H", "H", "H", "H", "H", "H", "H", "H", "H", "H", "H", "H", "H", "H", "H", "H", "H", "H", "H", "H", "H", "H", "H", "H", "H", "H", "H", "H", "H", "H", "H", "H", "H", "H", "H"],
  "coordinates": [[-9.68437, 36.63682, -14.38135], [-10.87936, 30.69229, -17.24036], [-8.87964, 30.74212, -16.02233], [-7.92844, 34.74802, -14.36923], [-11.55646, 28.62254, -16.62420], [-12.30424, 36.93451, -14.74721], [-8.48657, 37.88666, -10.51505], [-10.11945, 38.08988, -16.30867], [-10.16518, 34.94941, -16.21789], [-6.71944, 34.95136, -10.18303], [-9.38158, 40.33135, -7.16856], [-8.51867, 36.29309, -12.06838], [-6.89298, 39.28390, -9.32914], [-8.73958, 38.42019, -8.17565], [-10.32438, 32.72767, -16.04672], [-8.94782, 28.62309, -15.24171], [-9.24786, 40.72673, -11.58808], [-6.99869, 36.86884, -9.00603], [-8.69651, 34.32546, -18.62510], [-9.07245, 32.18837, -17.96409], [-6.89324, 41.34166, -8.41666], [-9.99825, 38.96515, -13.49949], [-7.32835, 37.50617, -15.03874], [-11.10789, 35.28437, -12.62500], [-7.96464, 33.57580, -13.56820], [-10.14072, 37.76769, -17.71040], [-8.89854, 41.96855, -11.00314], [-10.85590, 39.14712, -12.27602], [-8.17097, 36.71116, -10.98752], [-10.77308, 29.51614, -16.61708], [-12.45154, 35.05282, -13.22388], [-9.15947, 33.49565, -17.89841], [-13.07685, 36.34546, -13.67913], [-10.63573, 39.72941, -14.60517], [-6.63881, 35.23116, -14.68671], [-10.62658, 40.49016, -11.57464], [-13.15120, 37.44459, -15.76513], [-9.42521, 29.52481, -15.85191], [-7.35501, 40.25067, -8.54674], [-8.62712, 39.70513, -7.84378], [-9.97011, 33.82782, -16.62106], [-7.19892, 36.02767, -10.00342], [-6.76477, 36.31719, -15.73751], [-10.17334, 39.48613, -16.03709], [-5.41944, 36.67789, -16.38067], [-13.33527, 34.25598, -12.25784], [-7.76766, 38.10956, -9.22066], [-9.77630, 31.55144, -16.82933], [-6.68990, 37.69696, -14.26331], [-8.96108, 33.49531, -13.14884], [-13.93579, 38.08420, -15.35221], [-7.74230, 32.70473, -14.18756], [-12.55482, 38.02822, -16.46216], [-10.66312, 38.54669, -18.26944], [-7.39923, 35.92675, -16.53989], [-13.60393, 36.63093, -16.34177], [-10.75547, 34.36109, -12.38795], [-11.71991, 39.56691, -14.58203], [-9.17644, 39.92225, -16.17725], [-9.13787, 37.57619, -18.08570], [-11.13882, 41.33311, -12.07261], [-6.00691, 34.40463, -15.03570], [-5.60410, 37.33350, -17.23320], [-10.89115, 40.00199, -16.67674], [-9.30702, 42.81219, -11.57396], [-12.88017, 33.27807, -12.11678], [-13.04640, 37.05620, -12.84415], [-14.37748, 34.17604, -12.56067], [-6.15478, 35.59974, -13.76874], [-7.22169, 38.38346, -15.54759], [-11.02238, 40.46273, -10.55270], [-11.18976, 35.76003, -11.72627], [-14.09690, 36.15720, -14.00742], [-4.92717, 35.79026, -16.78335], [-10.73401, 36.86261, -17.84111], [-9.21017, 39.55040, -13.19218], [-4.75443, 37.17991, -15.67825], [-10.61624, 40.79646, -14.34034], [-7.26667, 33.65726, -12.73070], [-7.81616, 42.04148, -10.97153], [-12.20942, 34.40386, -14.07303], [-11.90736, 39.02541, -12.52655], [-13.32510, 34.76294, -11.28635], [-9.28351, 42.03495, -9.97935], [-10.52051, 38.40388, -11.54920]],
  "homo_ev": -9.7,
  "total_charge": 0,
  "gap_ev": 9.1764,
  "fmax_ha_per_bohr": 0.038,
  "de_lowest_kcal_mol": 0.0,
  "e_tot_ha": -2610.55466
}

2.
{
  "formula": "C21H39BrN12O25",
  "method": "wB97M-V/def2-TZVPD",
  "elements": ["Br", "O", "O", "O", "O", "O", "O", "O", "O", "O", "O", "O", "O", "O", "O", "O", "O", "O", "O", "O", "O", "O", "O", "O", "O", "O", "N", "N", "N", "N", "N", "N", "N", "N", "N", "N", "N", "N", "C", "C", "C", "C", "C", "C", "C", "C", "C", "C", "C", "C", "C", "C", "C", "C", "C", "C", "C", "C", "C", "H", "H", "H", "H", "H", "H", "H", "H", "H", "H", "H", "H", "H", "H", "H", "H", "H", "H", "H", "H", "H", "H", "H", "H", "H", "H", "H", "H", "H", "H", "H", "H", "H", "H", "H", "H", "H", "H", "H"],
  "coordinates": [[-0.31759, -0.64883, -3.33755], [-3.39622, -3.19519, -7.34080], [-2.98657, -0.89650, -2.82587], [-4.40237, -1.29827, -7.60924], [-3.41012, 4.12081, -0.92493], [-1.20161, -7.82167, 0.97813], [0.51769, -6.80027, 0.14784], [5.11791, -5.94715, -2.98725], [-4.90134, 9.12129, 0.50533], [-0.67589, 9.73098, 0.80515], [2.02543, -3.12631, 4.88916], [-1.68860, 5.12774, -1.76432], [5.35506, 3.22915, 5.06262], [-0.08571, -7.38855, 4.40522], [1.71692, -0.51657, -5.76783], [1.68891, -2.17157, -0.49097], [0.46393, 0.89806, 4.72249], [-2.18890, -6.93569, 4.63007], [6.29919, -5.17724, -4.62910], [1.08698, -4.10893, 6.57394], [2.89144, -0.40740, -3.95357], [-5.73128, 9.09676, -1.49121], [-1.88522, 9.62654, -0.98590], [4.17900, 3.62139, 3.28905], [3.78974, -2.62302, -0.73379], [0.24069, -2.80366, 1.99334], [1.61500, -4.10849, 5.48338], [5.76177, -5.07689, -3.54336], [4.37644, 3.07461, 4.35767], [2.61725, -2.94000, -0.62059], [-3.65066, -2.05038, -7.01855], [-0.49606, -6.84291, 0.82079], [-1.26200, -7.70476, 4.49171], [-0.82821, 9.77360, -0.39814], [-2.70025, 5.09873, -1.09087], [0.37964, -1.12754, 3.64795], [2.75865, -0.35490, -5.16057], [-5.48293, 9.63470, -0.42869], [-3.11170, 6.35492, -0.40992], [-1.66090, 0.86178, -0.20635], [-0.48171, 0.74349, 2.39221], [-0.91036, -5.59363, 1.51248], [3.33384, 2.13432, 4.85039], [0.38489, 10.02725, -1.22079], [-1.18836, -0.42993, 0.29808], [-5.92634, 11.04251, -0.25153], [-1.57591, -9.15580, 4.41876], [-1.52490, 2.10313, 0.57741], [5.90625, -3.77539, -2.83838], [-0.57171, -0.50565, 1.60128], [2.30709, -4.39635, -0.64358], [3.98030, -0.06850, -5.95920], [-0.93428, 2.02826, 1.92073], [-2.98914, -1.51724, -5.79725], [0.17043, 0.29842, 3.72138], [1.78383, -5.41477, 4.79164], [-2.32244, 1.02764, -1.62368], [-2.05886, -0.18383, -2.57217], [0.04880, -1.68420, 2.38602], [-1.86079, 3.08280, 0.16402], [-2.65040, -9.28485, 4.50826], [-0.19155, -4.81213, 1.28320], [5.47333, -3.00755, -3.47566], [3.79942, 1.15752, 4.96152], [0.09983, 10.03815, -2.26874], [-3.12913, 6.15782, 0.65981], [2.85023, -5.56014, 4.62838], [4.69836, -0.85950, -5.75498], [5.37992, -3.82985, -1.89098], [1.24436, -5.35884, 3.85026], [1.09045, 9.22405, -1.02037], [-2.39974, -0.65247, -6.09482], [2.64792, -4.79033, -1.59936], [-2.35325, -2.29057, -5.37785], [3.71317, -0.05216, -7.01177], [2.97670, 2.51133, 5.80571], [-5.03965, 11.64348, -0.06263], [2.52690, 2.09603, 4.12678], [-2.39264, 7.13307, -0.64591], [-3.77047, -1.23934, -5.09580], [-3.43530, 1.10194, -1.47425], [1.27160, -1.43631, 4.06026], [6.96882, -3.60373, -2.68049], [1.23671, -4.52691, -0.53353], [0.78910, 10.99110, -0.91982], [-6.42708, 11.36737, -1.15887], [-1.89972, -5.32791, 1.14623], [-2.00650, 2.00353, -2.07645], [-1.22128, -9.51887, 3.45623], [-1.30767, -1.35249, -0.32065], [-0.81759, 2.93090, 2.56167], [4.35980, 0.90002, -5.64137], [1.38123, -6.19755, 5.41941], [2.83896, -4.85836, 0.18488], [-0.92767, -5.79987, 2.58085], [-6.60737, 11.06732, 0.59615], [-4.10037, 6.62010, -0.77825], [-1.05755, -9.64490, 5.24069]],
  "smiles": "O=C(Br)Cc1ccc2c(c1)C(=O)NC2=O.C[N+](=O)[O-].C[N+](=O)[O-].C[N+](=O)[O-].C[N+](=O)[O-].C[N+](=O)[O-].C[N+](=O)[O-].C[N+](=O)[O-].C[N+](=O)[O-].C[N+](=O)[O-].C[N+](=O)[O-].C[N+](=O)[O-]",
  "homo_ev": -9.6,
  "total_charge": 0,
  "gap_ev": 9.0007,
  "fmax_ha_per_bohr": 0.060,
  "e_tot_ha": -5934.64209
}

no.,E_LUMO (eV)
1,-0.5
2,-0.6